Entry 1:
Formula: C3H5NO2
Source: OMol25
Level of theory: the ωB97M-V functional and the def2-TZVPD basis

Summary:
- Largest force on an atom: 1.024 eV Å⁻¹
- Electronic energy: -8772.1924 eV
- Orbital gap: 9.663 eV
- E_LUMO: -0.118 eV

The geometry in XYZ format:
```
11
Properties=species:S:1:pos:R:3:lowdin_charge:R:1
N -0.21 -1.86 0.78 0.096
C 0.55 -0.86 0.64 -0.613
O 1.63 -0.33 1.06 0.050
C 0.28 0.28 -0.27 -0.172
C 0.13 1.70 -0.41 0.044
O 0.75 0.76 -1.38 0.137
H -1.54 -1.12 -0.39 0.067
H 0.11 -2.53 1.47 0.065
H -1.73 -0.51 -0.84 0.076
H -0.80 2.13 -0.75 0.121
H 0.84 2.34 0.09 0.129
```

Entry 2:
Formula: C4H13NO3
Source: OMol25
Level of theory: the ωB97M-V functional and the def2-TZVPD basis

Summary:
- Largest force on an atom: 1.989 eV Å⁻¹
- Electronic energy: -11990.1427 eV
- SMILES: CCNCC=O.O.O
- Orbital gap: 9.148 eV
- E_LUMO: 0.302 eV

The geometry in XYZ format:
```
21
Properties=species:S:1:pos:R:3:lowdin_charge:R:1
C -0.78 1.04 1.34 -0.103
C 0.49 0.29 1.82 -0.265
N 1.22 -0.29 0.69 -0.071
C 1.79 0.83 -0.15 -0.183
C 3.22 0.37 -0.33 -0.259
O 4.10 0.86 0.33 0.037
H -1.65 0.77 1.96 0.064
H -1.18 0.88 0.34 0.061
H -0.70 2.13 1.49 0.064
H 0.11 -0.51 2.47 0.103
H 1.13 0.97 2.37 0.108
H 0.59 -0.78 0.06 0.080
H 1.25 0.96 -1.09 0.104
H 1.72 1.74 0.44 0.111
H 3.41 -0.44 -1.07 0.120
O -4.11 -1.95 -1.12 -0.081
H -3.89 -2.35 -0.25 0.051
H -4.02 -2.69 -1.74 0.031
O -0.85 -0.45 -2.18 -0.043
H -1.31 -0.05 -2.92 0.039
H -0.57 -1.32 -2.45 0.032
```

Entry 3:
Formula: C5H7NO
Source: OMol25
Level of theory: the ωB97M-V functional and the def2-TZVPD basis

Summary:
- Largest force on an atom: 7.151 eV Å⁻¹
- Electronic energy: -8830.6088 eV
- Orbital gap: 9.567 eV
- E_LUMO: 0.253 eV

The geometry in XYZ format:
```
14
Properties=species:S:1:pos:R:3:lowdin_charge:R:1
C 2.10 -0.87 -0.44 0.015
C 1.60 0.18 0.35 -0.145
C 0.20 0.37 0.84 -0.216
C -1.21 0.62 -0.63 -0.219
C -0.80 -0.51 0.14 -0.367
H 1.44 -1.69 -0.93 0.090
H 2.99 -0.77 -1.09 0.050
H 2.32 1.03 0.23 0.108
H -0.09 0.32 1.98 0.187
H 0.30 2.07 -0.81 0.151
H -1.58 0.88 -1.86 0.210
H -2.24 0.66 -0.19 0.133
N -0.34 1.65 0.00 -0.006
O -1.51 -1.60 0.13 0.009
```

Entry 4:
Formula: C15H31BClN3O15P
Source: OMol25
Level of theory: the ωB97M-V functional and the def2-TZVPD basis

Summary:
- Largest force on an atom: 5.473 eV Å⁻¹
- Electronic energy: -73725.6281 eV
- Orbital gap: 8.507 eV
- E_LUMO: -3.655 eV
- Net charge: +1

The geometry in XYZ format:
```
67
Properties=species:S:1:pos:R:3:lowdin_charge:R:1
N 3.59 -1.15 2.65 0.177
C 3.75 -0.70 1.33 -0.237
N 5.01 -0.67 0.80 0.133
C 5.04 -0.18 -0.55 0.034
C 3.63 0.12 -0.76 -0.320
P 2.77 0.87 -2.27 0.659
O 3.70 0.65 -3.65 -0.351
Cl 2.85 2.94 -1.87 0.294
N 2.83 -0.22 0.40 0.150
B 1.37 -0.10 0.63 -0.623
O 0.79 -0.93 1.64 0.130
O 0.51 0.78 -0.02 0.116
H 4.30 -0.74 3.27 0.134
H 2.69 -0.87 3.07 0.113
H 5.88 -0.95 1.26 0.182
H 5.88 -0.05 -1.26 0.141
H 3.63 -0.30 -3.88 0.065
H 0.94 -1.86 1.36 0.134
H -0.16 0.25 -0.50 0.139
C -0.90 1.77 2.27 -0.043
O -2.02 1.41 3.07 0.014
C -1.85 1.60 4.38 -0.607
O -0.86 2.03 4.91 0.123
O -2.97 1.23 5.01 0.006
C -2.93 1.38 6.43 -0.038
H -1.15 1.57 1.24 0.083
H -0.67 2.83 2.38 0.113
H -0.03 1.16 2.54 0.075
H -2.79 2.43 6.70 0.101
H -2.15 0.76 6.86 0.098
H -3.89 1.05 6.82 0.096
C -1.49 -4.70 -2.69 -0.039
O -2.67 -4.19 -2.06 0.009
C -2.56 -2.93 -1.63 -0.609
O -1.59 -2.23 -1.72 0.099
O -3.73 -2.59 -1.07 -0.003
C -3.76 -1.26 -0.55 -0.027
H -1.70 -5.72 -3.01 0.098
H -1.25 -4.11 -3.58 0.099
H -0.66 -4.71 -1.99 0.094
H -3.61 -0.53 -1.34 0.103
H -3.02 -1.13 0.24 0.092
H -4.75 -1.10 -0.12 0.101
C -10.03 -0.39 -1.31 -0.042
O -8.80 -0.61 -2.01 -0.001
C -8.35 -1.87 -1.94 -0.612
O -8.87 -2.78 -1.35 0.129
O -7.20 -1.94 -2.63 -0.003
C -6.60 -3.23 -2.64 -0.045
H -10.30 0.65 -1.44 0.094
H -10.83 -1.01 -1.73 0.100
H -9.91 -0.59 -0.25 0.098
H -7.26 -3.96 -3.11 0.101
H -6.34 -3.54 -1.63 0.095
H -5.69 -3.17 -3.23 0.089
C 9.73 3.71 0.38 -0.037
O 8.97 4.15 -0.75 0.015
C 7.85 3.46 -0.96 -0.606
O 7.44 2.54 -0.30 0.090
O 7.25 3.98 -2.04 0.017
C 6.02 3.33 -2.38 -0.089
H 10.61 4.33 0.45 0.099
H 9.15 3.82 1.30 0.098
H 10.05 2.67 0.25 0.097
H 5.30 3.43 -1.57 0.022
H 6.19 2.28 -2.61 0.085
H 5.62 3.82 -3.26 0.098
```

Entry 5:
Formula: C23H19ClPRh
Source: OMol25
Level of theory: the ωB97M-V functional and the def2-TZVPD basis

Summary:
- Largest force on an atom: 0.104 eV Å⁻¹
- Electronic energy: -48963.7838 eV
- Orbital gap: 7.417 eV
- E_LUMO: -7.810 eV
- Net charge: +2

The geometry in XYZ format:
```
45
Properties=species:S:1:pos:R:3:lowdin_charge:R:1
Rh 0.07 -0.89 1.75 0.715
C -1.20 -1.52 3.49 -0.083
C 0.14 -1.64 3.86 -0.106
C 0.77 -0.35 3.69 -0.138
C -0.23 0.59 3.30 -0.112
C -1.43 -0.14 3.09 -0.135
H -1.93 -2.31 3.46 0.136
H 0.63 -2.55 4.17 0.136
H 1.80 -0.12 3.89 0.135
H -0.09 1.65 3.14 0.127
H -2.38 0.27 2.79 0.129
Cl 2.07 -2.01 0.94 0.819
C 2.62 -1.08 -0.46 -0.573
C 3.83 -1.42 -1.03 -0.061
C 4.25 -0.69 -2.13 -0.014
C 3.47 0.35 -2.64 -0.025
C 2.26 0.66 -2.06 -0.035
C 1.81 -0.06 -0.96 -0.362
P 0.24 0.26 -0.17 1.014
C -0.91 -1.08 -0.53 -0.394
C -0.53 -2.25 -1.21 -0.068
C -1.44 -3.26 -1.41 -0.027
C -2.75 -3.14 -0.93 -0.011
C -3.15 -1.99 -0.25 -0.037
C -2.24 -0.96 -0.05 -0.101
C -0.39 1.87 -0.57 -0.371
C -1.39 2.03 -1.54 -0.069
C -1.82 3.30 -1.85 -0.039
C -1.27 4.41 -1.22 -0.027
C -0.28 4.25 -0.26 -0.043
C 0.17 2.98 0.07 -0.085
H 4.43 -2.22 -0.62 0.126
H 5.20 -0.92 -2.59 0.131
H 3.82 0.91 -3.50 0.128
H 1.65 1.47 -2.45 0.122
H 0.48 -2.35 -1.60 0.111
H -1.15 -4.16 -1.95 0.128
H -3.46 -3.93 -1.10 0.129
H -4.16 -1.89 0.09 0.126
H -2.56 -0.04 0.41 0.106
H -1.81 1.17 -2.04 0.116
H -2.59 3.44 -2.60 0.123
H -1.62 5.40 -1.47 0.125
H 0.15 5.11 0.23 0.122
H 0.95 2.85 0.81 0.112
```

Entry 6:
Formula: C24H28N4
Source: OMol25
Level of theory: the ωB97M-V functional and the def2-TZVPD basis

Summary:
- Largest force on an atom: 3.012 eV Å⁻¹
- Electronic energy: -31300.5717 eV
- Orbital gap: 4.400 eV
- E_LUMO: -1.356 eV

The geometry in XYZ format:
```
56
Properties=species:S:1:pos:R:3:lowdin_charge:R:1
C 1.07 -1.58 6.23 -0.038
N 0.27 -2.48 5.43 -0.123
C -0.93 -2.92 6.11 -0.173
C -1.64 -4.03 5.37 -0.167
C -1.84 -3.66 3.91 -0.145
C -0.58 -3.16 3.27 -0.142
C 0.47 -2.65 4.09 -0.134
C 1.71 -2.32 3.47 0.003
C 1.85 -2.38 2.10 -0.005
C 0.73 -2.66 1.25 -0.210
C 0.72 -2.53 -0.15 0.053
C 1.75 -1.99 -0.95 -0.207
C 1.89 -2.43 -2.30 0.040
C 2.88 -1.95 -3.13 -0.142
C 3.79 -0.97 -2.65 -0.144
N 4.80 -0.51 -3.45 -0.130
C 5.60 0.62 -3.02 -0.054
C 4.83 -0.79 -4.87 -0.169
C 4.36 -2.20 -5.17 -0.169
C 3.00 -2.47 -4.53 -0.149
C 3.63 -0.48 -1.33 0.006
C 2.64 -0.96 -0.51 -0.008
C -0.46 -3.11 1.90 0.045
H 2.06 -1.42 5.80 0.073
H 0.58 -0.60 6.36 0.106
H 1.19 -2.02 7.23 0.093
H -0.63 -3.24 7.12 0.124
H -1.61 -2.06 6.24 0.137
H -1.06 -4.95 5.44 0.123
H -2.61 -4.21 5.85 0.117
H -2.21 -4.52 3.35 0.123
H -2.62 -2.88 3.83 0.134
H 2.56 -2.02 4.08 0.101
H 2.83 -2.21 1.65 0.112
H -0.13 -2.98 -0.67 0.125
H 1.20 -3.20 -2.66 0.132
H 6.06 0.42 -2.05 0.088
H 6.40 0.77 -3.75 0.087
H 5.01 1.55 -2.95 0.107
H 4.19 -0.07 -5.40 0.139
H 5.86 -0.64 -5.20 0.119
H 4.29 -2.32 -6.26 0.115
H 5.09 -2.93 -4.80 0.121
H 2.80 -3.55 -4.54 0.120
H 2.22 -2.01 -5.16 0.130
H 4.31 0.29 -0.96 0.101
H 2.50 -0.53 0.49 0.112
H -1.31 -3.40 1.27 0.138
N -1.26 1.81 -1.21 -0.042
C -0.69 1.92 0.02 -0.248
C -0.49 0.60 0.53 -0.262
N -0.92 -0.29 -0.41 -0.031
C -1.40 0.47 -1.45 -0.304
H -0.43 2.85 0.52 0.056
H -0.08 0.34 1.49 0.054
H -1.85 0.06 -2.34 0.062
```

Entry 7:
Formula: C23H40Cl3N4O3SiSr
Source: OMol25
Level of theory: the ωB97M-V functional and the def2-TZVPD basis

Summary:
- Largest force on an atom: 1.408 eV Å⁻¹
- Electronic energy: -82893.8550 eV
- Orbital gap: 7.455 eV
- E_LUMO: 2.346 eV
- Net charge: -1

The geometry in XYZ format:
```
75
Properties=species:S:1:pos:R:3:lowdin_charge:R:1
C 2.71 -2.49 -2.46 -0.031
C 2.17 -1.64 -3.58 -0.223
H 2.52 -3.55 -2.66 0.071
H 2.26 -2.19 -1.51 0.061
H 3.79 -2.36 -2.37 0.095
C 2.01 -2.08 -4.84 -0.114
C 2.31 -3.46 -5.31 -0.108
H 1.68 -1.39 -5.61 0.098
H 1.95 -4.24 -4.62 0.070
H 3.38 -3.62 -5.48 0.079
H 1.81 -3.60 -6.28 0.066
Sr 0.28 -0.25 3.43 0.828
Cl 1.92 1.88 4.22 -0.292
Cl 2.07 -1.47 1.59 -0.306
C -0.57 2.96 2.41 -0.367
O -1.36 2.04 2.69 -0.082
N -0.78 3.97 1.56 -0.178
C -2.08 4.25 0.96 -0.041
C 0.32 4.82 1.14 -0.045
H 0.44 2.97 2.88 -0.003
H -2.89 3.91 1.61 0.090
H -2.21 3.79 -0.02 0.071
H -2.17 5.33 0.83 0.081
H 1.14 4.74 1.87 0.095
H -0.03 5.86 1.11 0.081
H 0.70 4.55 0.14 0.076
H 0.26 -5.27 3.09 0.091
H -0.04 -3.07 1.41 0.026
C -0.80 -5.15 3.36 -0.093
C -1.04 -3.52 1.53 -0.062
N -1.29 -3.86 2.92 -0.219
H -0.91 -5.22 4.45 0.072
C -1.74 -2.92 3.77 -0.475
O -2.04 -1.75 3.45 -0.141
H -1.80 -2.81 1.18 0.086
H -1.79 -3.27 4.82 0.084
H -1.38 -5.94 2.87 0.080
H -1.07 -4.44 0.95 0.085
O 0.73 -0.42 -2.17 -0.174
C 1.74 -0.24 -3.17 -0.271
C 0.06 0.41 -4.97 -0.058
C 1.28 0.65 -4.32 -0.205
H -0.58 -0.40 -4.61 0.120
C -0.27 1.14 -6.11 -0.080
H 2.60 0.20 -2.65 0.156
C 2.15 1.64 -4.81 -0.031
H -1.22 0.93 -6.60 0.099
C 0.62 2.08 -6.64 -0.100
C 1.82 2.34 -5.98 -0.088
H 3.10 1.79 -4.29 0.120
H 0.37 2.60 -7.56 0.095
H 2.52 3.07 -6.38 0.097
Si -0.46 0.48 -1.44 0.401
Cl 0.74 -2.68 5.01 -0.224
C -2.09 -0.03 -2.16 -0.156
C -0.06 2.30 -1.70 -0.129
C -0.39 0.03 0.36 -0.245
H -2.20 0.27 -3.21 0.014
H -2.90 0.43 -1.58 0.032
H -2.20 -1.12 -2.10 0.041
H -0.27 -1.06 0.44 -0.018
H -1.28 0.37 0.92 0.036
H 0.52 0.48 0.79 -0.021
H 0.14 2.53 -2.75 0.026
H 0.82 2.58 -1.11 0.037
H -0.89 2.92 -1.37 0.006
N -1.40 1.44 7.64 0.026
C -1.97 0.19 7.88 -0.110
C -1.50 -0.63 6.86 -0.147
N -0.72 0.13 6.01 -0.031
C -0.63 1.35 6.51 -0.205
H -1.53 2.28 8.21 0.143
H -2.63 -0.03 8.70 0.091
H -1.66 -1.69 6.71 0.079
H -0.04 2.17 6.12 0.070
```

Entry 8:
Formula: C2H6N2O
Source: OMol25
Level of theory: the ωB97M-V functional and the def2-TZVPD basis

Summary:
- Largest force on an atom: 1.134 eV Å⁻¹
- Electronic energy: -7195.0616 eV
- SMILES: C=C(N)NO
- Orbital gap: 8.863 eV
- E_LUMO: 0.881 eV

The geometry in XYZ format:
```
11
Properties=species:S:1:pos:R:3:lowdin_charge:R:1
C -0.87 1.03 -0.77 -0.058
C -0.14 0.20 0.12 -0.522
N 0.31 0.40 1.38 0.160
N -0.03 -0.98 -0.51 -0.052
O 1.20 -1.71 -0.22 -0.066
H -1.64 1.69 -0.39 0.033
H -0.29 1.45 -1.59 0.043
H 0.76 -0.36 1.86 0.102
H 0.38 1.35 1.72 0.106
H -0.59 -0.45 -1.45 0.174
H 0.90 -2.62 -0.13 0.080
```

Entry 9:
Formula: C4H6N2O2
Source: OMol25
Level of theory: the ωB97M-V functional and the def2-TZVPD basis

Summary:
- Largest force on an atom: 4.321 eV Å⁻¹
- Electronic energy: -11313.1213 eV
- SMILES: C1=NO[C@H]2C[C@@H]2ON1
- Orbital gap: 10.391 eV
- E_LUMO: 0.732 eV

The geometry in XYZ format:
```
14
Properties=species:S:1:pos:R:3:lowdin_charge:R:1
C 0.85 1.18 -1.04 -0.231
N 0.42 1.93 -0.14 0.064
O -0.34 1.40 0.97 -0.102
C -0.16 -0.02 1.13 -0.245
C -1.30 -0.99 1.12 -0.006
C -0.62 -0.66 -0.11 -0.371
O 0.23 -1.42 -0.96 -0.078
N 1.03 -0.22 -1.64 0.053
H 1.55 1.86 -1.67 0.146
H 0.81 -0.33 1.60 0.177
H -1.12 -1.85 1.74 0.119
H -2.29 -0.62 1.09 0.110
H -1.22 0.12 -0.72 0.185
H 2.15 -0.38 -1.39 0.180
```

Entry 10:
Formula: C2H6IPS
Source: OMol25
Level of theory: the ωB97M-V functional and the def2-TZVPD basis

Summary:
- Largest force on an atom: 3.808 eV Å⁻¹
- Electronic energy: -30393.7352 eV
- SMILES: C=PC.SI
- Orbital gap: 8.554 eV
- E_LUMO: -0.282 eV

The geometry in XYZ format:
```
11
Properties=species:S:1:pos:R:3:lowdin_charge:R:1
C -0.73 -0.20 0.33 -0.408
P 0.60 -1.22 0.19 0.761
C 1.90 -0.05 -0.41 -0.451
H -1.59 -0.51 0.99 -0.037
H -0.85 0.66 -0.36 -0.002
H 2.36 0.50 0.59 0.078
H 1.50 0.83 -1.12 0.069
H 2.85 -0.42 -0.74 -0.022
S -4.48 -0.86 -0.10 -0.116
I -6.25 0.56 -0.15 0.318
H -4.35 -0.89 1.30 -0.191
```

Entry 11:
Formula: C4H6N3S
Source: OMol25
Level of theory: the ωB97M-V functional and the def2-TZVPD basis

Summary:
- Largest force on an atom: 4.208 eV Å⁻¹
- Electronic energy: -19537.3070 eV
- Orbital gap (spin up / spin down): 6.764 / 7.475 eV
- E_LUMO (spin up / spin down): -6.468 / -6.513 eV
- Net charge: +1

The geometry in XYZ format:
```
14
Properties=species:S:1:pos:R:3:lowdin_charge:R:1
C 0.40 0.37 1.75 -0.421
C 1.09 -0.74 1.51 -0.493
C -0.10 1.60 1.06 -0.005
C -0.84 -0.67 -2.12 -0.018
N 1.43 -1.53 0.52 0.106
N 0.66 -1.44 -0.45 0.040
N 0.10 -0.52 -1.03 0.049
S 1.05 -0.29 3.22 1.169
H 0.49 1.66 0.16 0.089
H -0.10 2.36 1.75 0.064
H -1.08 1.22 0.67 0.119
H -0.61 0.05 -2.93 0.105
H -1.76 -0.40 -1.59 0.096
H -0.74 -1.69 -2.51 0.099
```

Entry 12:
Formula: C3H9NO2S
Source: OMol25
Level of theory: the ωB97M-V functional and the def2-TZVPD basis

Summary:
- Largest force on an atom: 4.983 eV Å⁻¹
- Electronic energy: -19674.4146 eV
- Orbital gap: 8.258 eV
- E_LUMO: -1.211 eV

The geometry in XYZ format:
```
16
Properties=species:S:1:pos:R:3:lowdin_charge:R:1
O -0.09 -3.26 -0.58 0.052
C 0.33 -2.32 0.07 -0.244
C -0.16 -0.92 -0.26 -0.411
C 1.05 -0.09 -0.92 -0.581
S 0.39 1.50 -1.49 0.661
N -0.66 -0.25 0.98 0.035
H 1.05 -2.46 0.91 0.132
H -1.01 -1.01 -0.96 0.142
H 1.81 -0.01 -0.14 0.057
H 1.53 -0.59 -1.76 0.064
H 1.25 2.17 0.08 0.139
H 0.08 -0.12 1.66 0.083
H -1.50 -0.64 1.37 0.089
H -1.27 3.30 -0.10 0.020
H -1.09 1.98 0.52 -0.094
O -1.70 2.74 0.61 -0.145
```

Question: The highest electronic energy belongs to which entry?
Answer: C2H6N2O